1.
ORCA calculation (the ωB97M-V functional and the def2-TZVPD basis) on C35H41AsGeN2PtSSi as an isolated structure.

As for the total charge: +1. As for the expectation value of S²: 0.75. The orbital gap (alpha / beta) comes out at 6.43 / 6.70 eV. As for the spin multiplicity: 2. The total energy is -179250.972 eV. The energy above the lowest of the compared OMol25 structures with the same formula, charge and spin comes out at 18.0 kcal per mole.

Each line ends with the Löwdin charge.
Element x y z (Å)
Pt -0.3765 -0.8410 -0.5475  0.31
C 3.1133 -3.7827 3.1825  -0.08
C 3.1249 -4.1407 1.8429  -0.09
C 2.7768 -3.2057 0.8744  -0.13
C 2.4131 -1.9025 1.2154  -0.38
C 2.4378 -1.5579 2.5724  -0.13
C 2.7733 -2.4846 3.5469  -0.07
Si 1.9452 -0.6405 -0.0937  0.54
C 3.0751 0.8249 0.1600  -0.32
C 4.3113 0.5911 0.7783  -0.10
C 5.2352 1.6099 0.9475  -0.07
C 4.9448 2.8918 0.5004  -0.07
C 3.7337 3.1426 -0.1264  -0.06
C 2.8162 2.1169 -0.2976  -0.11
H 3.3860 -4.5055 3.9402  0.11
H 3.4149 -5.1431 1.5540  0.11
H 2.8177 -3.4950 -0.1708  0.08
H 2.2136 -0.5381 2.8686  0.10
H 2.7885 -2.1943 4.5897  0.11
H 2.2742 -1.3451 -1.3856  -0.02
H 4.5582 -0.4009 1.1378  0.10
H 6.1825 1.4046 1.4287  0.11
H 5.6637 3.6897 0.6345  0.11
H 3.4992 4.1351 -0.4899  0.10
H 1.8897 2.3315 -0.8095  0.06
C -1.4414 3.3305 3.4261  -0.08
C -0.2113 2.8996 2.9455  -0.08
C -0.1217 2.3125 1.6935  -0.13
C -1.2514 2.1638 0.8887  -0.32
C -2.4801 2.6145 1.3793  -0.10
C -2.5770 3.1840 2.6441  -0.08
Ge -1.1803 1.4464 -0.9176  0.86
C -0.0107 2.4196 -2.1103  -0.36
C 0.6086 1.8387 -3.2131  -0.12
C 1.4518 2.5882 -4.0202  -0.07
C 1.6776 3.9286 -3.7370  -0.07
C 1.0530 4.5239 -2.6497  -0.08
C 0.2134 3.7715 -1.8394  -0.12
C -2.9556 1.3524 -1.6959  -0.37
C -4.0294 0.6988 -1.0922  -0.16
C -5.2898 0.7168 -1.6628  -0.07
C -5.4975 1.3933 -2.8599  -0.07
C -4.4433 2.0465 -3.4760  -0.07
C -3.1795 2.0274 -2.8957  -0.09
H -1.5138 3.7868 4.4049  0.11
H 0.6795 3.0180 3.5499  0.11
H 0.8439 1.9706 1.3450  0.07
H -3.3745 2.5267 0.7733  0.09
H -3.5369 3.5269 3.0081  0.11
H 0.4460 0.7906 -3.4428  0.09
H 1.9365 2.1274 -4.8712  0.11
H 2.3390 4.5095 -4.3664  0.11
H 1.2204 5.5704 -2.4298  0.11
H -0.2531 4.2439 -0.9812  0.11
H -3.8809 0.1645 -0.1634  0.07
H -6.1134 0.2081 -1.1782  0.11
H -6.4823 1.4114 -3.3082  0.11
H -4.6001 2.5749 -4.4072  0.11
H -2.3642 2.5426 -3.3903  0.10
C 0.6389 -4.7433 -2.1934  -0.05
N 0.0361 -3.4263 -2.3133  -0.04
C -1.2707 -3.1847 -2.2647  -0.85
N -2.1019 -4.2227 -2.1275  0.14
S -1.9092 -1.5869 -2.3572  0.64
H 1.7147 -4.6366 -2.2911  0.09
H 0.2950 -5.4094 -2.9874  0.10
H 0.4218 -5.1818 -1.2175  0.10
H 0.6267 -2.6264 -2.4900  0.09
H -1.7975 -5.1745 -2.2536  0.11
H -3.0892 -4.0320 -2.1729  0.11
C -3.0981 -1.9820 1.7132  -0.27
As -1.1780 -1.7321 1.6375  0.99
C -0.5957 -3.4833 2.2298  -0.25
C -0.9096 -0.6204 3.1958  -0.25
H -3.3555 -2.3276 2.7149  0.04
H -3.4159 -2.7204 0.9791  0.03
H -3.6078 -1.0415 1.5258  0.01
H -1.1387 -4.2380 1.6601  0.03
H -0.8378 -3.5916 3.2865  0.04
H 0.4721 -3.6039 2.0796  -0.01
H -1.1280 -1.1989 4.0929  0.05
H -1.5789 0.2368 3.1309  0.02
H 0.1135 -0.2620 3.2193  0.01

***

2.
ORCA calculation (the ωB97M-V functional and the def2-TZVPD basis) on a 13-piece molecular cluster, C31H94N6O13 overall in a non-equilibrium geometry.

As for the total charge: 0. The orbital gap comes out at 8.31 eV. As for the spin multiplicity: 1. The total energy is -69221.113 eV. The energy above the lowest of the compared OMol25 structures with the same formula, charge and spin comes out at 7.6 kcal per mole.

Each line ends with the Löwdin charge.
Element x y z (Å)
C 15.2942 13.5443 7.0323  -0.03
C 14.2993 14.6170 7.5344  -0.39
C 14.9959 15.8348 8.1186  -0.16
O 14.1705 16.9552 8.5041  -0.18
C 13.1461 16.6238 9.3854  -0.13
N 13.5804 14.9701 6.3308  0.06
H 14.6502 12.6994 6.7882  0.06
H 15.9344 13.1934 7.8417  0.06
H 16.0647 13.7590 6.2918  0.08
H 13.5645 14.1802 8.2107  0.13
H 15.7181 16.2339 7.4064  0.12
H 15.4644 15.5547 9.0621  0.10
H 12.3332 16.0893 8.8938  0.07
H 12.5620 17.4655 9.7574  0.08
H 13.5294 16.0292 10.2146  0.07
H 14.2490 15.3936 5.7033  0.04
H 13.0141 15.7354 6.6680  0.07
C 10.6301 13.4170 5.2090  -0.05
C 11.5292 12.2362 4.7691  -0.43
C 10.9479 11.3667 3.6187  -0.18
O 9.5609 11.1450 3.8607  -0.20
C 9.2731 10.0787 4.7504  -0.10
N 12.7579 12.9020 4.3008  0.03
H 9.7208 13.0188 5.6592  0.07
H 10.4254 13.9062 4.2568  0.08
H 11.0593 14.1892 5.8475  0.05
H 11.8095 11.4975 5.5199  0.10
H 11.5704 10.4776 3.5184  0.11
H 11.0501 11.9629 2.7119  0.12
H 8.1918 9.9880 4.8541  0.09
H 9.8004 10.1318 5.7029  0.07
H 9.5797 9.1370 4.2951  0.08
H 12.9586 13.6379 4.9629  0.00
H 13.4456 12.2089 4.5593  0.00
C 14.8380 8.7910 3.8956  -0.07
C 15.6312 10.0447 4.2618  -0.38
C 15.8620 10.8820 2.9670  -0.15
O 16.8522 11.9221 3.2791  -0.21
C 17.2046 12.6910 2.1398  -0.11
N 14.7586 10.8235 5.1782  0.04
H 15.2123 8.2920 3.0017  0.07
H 13.7825 8.9138 3.6529  0.07
H 14.8689 8.1350 4.7655  0.07
H 16.5502 9.7524 4.7699  0.13
H 14.8953 11.2144 2.5887  0.13
H 16.3383 10.2244 2.2398  0.11
H 16.3183 13.1918 1.7501  0.09
H 17.6797 12.0213 1.4230  0.09
H 17.8483 13.5138 2.4508  0.05
H 14.6353 10.3642 6.0693  0.03
H 15.2903 11.6562 5.3878  0.04
C 15.8023 14.6686 13.3233  -0.06
C 15.8705 13.9821 11.9660  -0.42
C 17.3448 13.9131 11.3687  -0.13
O 17.2564 13.5627 9.9698  -0.22
C 18.5078 13.3493 9.3558  -0.10
N 15.1440 12.7630 11.9518  0.06
H 16.2538 14.0854 14.1259  0.08
H 14.7554 14.7868 13.6028  0.07
H 16.1947 15.6854 13.3411  0.07
H 15.3187 14.6029 11.2601  0.12
H 17.7958 13.0358 11.8325  0.12
H 17.8735 14.8472 11.5585  0.11
H 19.1412 14.2106 9.5682  0.08
H 18.4007 13.2710 8.2739  0.08
H 19.0684 12.4701 9.6734  0.09
H 15.5677 12.3051 11.1575  0.08
H 15.6020 12.1999 12.6541  0.11
C 13.8155 18.7046 4.9930  -0.05
C 15.2734 18.8091 5.3377  -0.41
C 16.0644 17.6437 4.5823  -0.15
O 15.3773 16.3827 4.6410  -0.22
C 16.0595 15.3698 3.9245  -0.10
N 15.7116 20.1318 5.0109  0.03
H 13.6012 18.7476 3.9251  0.09
H 13.3012 19.5849 5.3785  0.07
H 13.3364 17.8484 5.4678  0.07
H 15.4139 18.7458 6.4168  0.12
H 17.0295 17.5559 5.0814  0.11
H 16.3616 17.9869 3.5914  0.12
H 17.1448 15.3271 4.0163  0.07
H 15.9234 15.6427 2.8781  0.10
H 15.7194 14.3736 4.2072  0.08
H 15.4230 20.6087 4.1686  0.10
H 16.7163 20.0339 5.0456  0.09
C 20.5693 15.2353 2.2270  -0.06
C 20.6661 15.6285 3.7106  -0.46
C 20.3406 14.4257 4.6890  -0.17
O 20.5681 14.7969 6.0406  -0.22
C 19.6068 15.7358 6.5701  -0.08
N 21.9023 16.2932 3.9705  0.05
H 19.5057 15.1670 1.9988  0.06
H 21.1453 14.3520 1.9511  0.08
H 20.9947 16.0315 1.6161  0.08
H 19.8939 16.3888 3.8282  0.11
H 21.0877 13.6634 4.4679  0.12
H 19.3314 14.0320 4.5684  0.11
H 20.0965 16.0201 7.5015  0.08
H 18.6109 15.2936 6.5967  0.08
H 19.6492 16.6404 5.9634  0.07
H 21.9899 16.3624 4.9743  0.07
H 22.6632 15.6850 3.7035  0.08
C 11.5535 11.3778 8.3203  -0.13
O 10.9578 11.6011 9.6187  -0.12
H 12.1375 10.4674 8.4549  0.07
H 10.8867 11.2784 7.4637  0.05
H 12.2205 12.1720 7.9849  0.06
H 11.6600 11.8731 10.2140  0.00
C 14.1836 20.9548 8.0547  -0.18
O 15.0567 21.7531 7.2944  -0.14
H 14.4651 19.9219 8.2593  0.06
H 13.9600 21.4952 8.9745  0.08
H 13.2854 20.8585 7.4446  0.06
H 15.3755 21.3128 6.5031  0.01
C 10.0905 17.8130 7.8484  -0.11
O 8.6151 18.0305 7.8668  -0.14
H 10.3761 17.0627 8.5857  0.05
H 10.2988 17.5259 6.8178  0.08
H 10.5840 18.7248 8.1850  0.07
H 8.4288 18.4326 7.0152  0.06
C 11.9700 13.8534 11.6639  -0.15
O 12.5223 12.5677 11.5804  -0.14
H 12.6508 14.6960 11.7848  0.05
H 11.2912 14.0688 10.8387  0.08
H 11.3614 13.8803 12.5678  0.08
H 13.4464 12.6171 11.8356  0.00
C 12.7761 17.6043 12.7332  -0.12
O 14.1631 17.1520 12.6633  -0.15
H 12.4706 17.9221 13.7300  0.08
H 12.7377 18.4954 12.1066  0.07
H 12.1461 16.8209 12.3119  0.06
H 14.6354 17.7444 13.2529  0.07
C 17.9917 17.6614 9.9260  -0.12
O 19.3832 17.5549 9.6253  -0.14
H 17.8477 18.7412 9.9649  0.09
H 17.4493 17.1951 9.1035  0.07
H 17.7224 17.0873 10.8125  0.06
H 19.9044 17.9999 10.2975  0.07
C 14.9484 10.1668 9.0645  -0.17
O 14.6971 9.7370 7.7683  -0.12
H 16.0131 10.3086 9.2500  0.08
H 14.4428 11.1081 9.2799  0.07
H 14.5333 9.4713 9.7939  0.09
H 14.8611 8.7934 7.8341  0.10

***

3.
ORCA calculation (the ωB97M-V functional and the def2-TZVPD basis) on C4H5NO2 in the gas phase.

As for the total charge: 0. The orbital gap comes out at 9.97 eV. As for the spin multiplicity: 1. The total energy is -9810.877 eV. The energy above the lowest of the compared OMol25 structures with the same formula, charge and spin comes out at 79.3 kcal per mole.

Each line ends with the Löwdin charge.
Element x y z (Å)
C 0.7837 1.3497 0.5247  0.01
C -0.1679 0.1997 0.3701  -0.30
C 0.0811 -1.2061 -0.0955  -0.39
O 1.2487 -1.7557 -0.3773  0.14
N -1.0981 -1.6135 -0.4171  0.17
C -1.4728 -0.1861 -0.2205  -0.25
O -1.4126 0.1725 1.1179  0.06
H 0.4600 2.2331 -0.0288  0.08
H 0.8809 1.6336 1.5824  0.09
H 1.7786 1.0618 0.1653  0.09
H 1.0290 -2.4887 -0.9761  0.13
H -2.0942 0.3065 -0.9522  0.16

***

4.
ORCA calculation (the ωB97M-V functional and the def2-TZVPD basis) on H3OPS in the gas phase in a non-equilibrium geometry.

As for the total charge: 0. The orbital gap comes out at 10.23 eV. As for the SMILES: O[PH2]=S. As for the spin multiplicity: 1. The total energy is -22220.061 eV. The energy above the lowest of the compared OMol25 structures with the same formula, charge and spin comes out at 6.4 kcal per mole.

Each line ends with the Löwdin charge.
Element x y z (Å)
O -0.9045 0.9811 0.1745  -0.31
P 0.0935 -0.4213 -0.0121  0.28
S 1.9302 0.0997 0.1565  0.15
H -0.3167 1.6481 0.0779  -0.06
H -0.5962 -0.9393 -1.2470  0.02
H -0.2062 -1.3683 0.8502  -0.08